[1]
The following is a DFT calculation (wB97M-V/def2-TZVPD) of an isolated molecule of C2H2O2S2 in a non-equilibrium geometry.

The geometry in XYZ format:
```
8
Properties=species:S:1:pos:R:3
C 0.70 1.11 -0.27
C 1.46 0.20 0.19
O -2.03 0.61 0.36
O 2.22 -0.61 0.57
S -0.34 -1.77 0.02
S -0.99 0.26 -0.56
H 0.69 2.25 -0.10
H -1.71 -2.06 -0.19
```

Computed properties:
HOMO level = -9.723 eV
E_LUMO = -0.351 eV
ΔE to the lowest compared entry with this formula, charge and spin = 56.1 kcal per mole
Molar mass = 122.17 g/mol

***

[2]
The following is a DFT calculation (wB97M-V/def2-TZVPD) of a structure of composition C2H2O2S3 in a non-equilibrium geometry.

The geometry in XYZ format:
```
9
Properties=species:S:1:pos:R:3
C 0.73 0.82 0.12
C -0.83 -1.38 -0.14
O -0.47 3.03 0.36
O 1.82 -1.70 -0.01
S -0.46 1.77 -0.42
S 0.80 -0.82 -0.69
S -2.15 -0.42 -0.10
H 1.24 1.11 0.89
H -0.69 -2.42 -0.01
```

Computed properties:
HOMO level (alpha / beta) = -8.111 / -9.587 eV
Expectation value of S² = 2.042
2S+1 = 3
E_LUMO (alpha / beta) = -0.986 / -3.667 eV
ΔE to the lowest compared entry with this formula, charge and spin = 15.4 kcal per mole
Molar mass = 154.24 g/mol

***

[3]
The following is a DFT calculation (wB97M-V/def2-TZVPD) of a structure of composition C2H2O2Sr in a non-equilibrium geometry.

The geometry in XYZ format:
```
7
Properties=species:S:1:pos:R:3
C -1.01 0.32 -0.06
C -0.09 1.26 0.03
O 1.66 0.41 0.12
Sr 1.61 -1.75 -0.03
H -0.13 2.35 0.09
O -0.65 -1.00 -0.15
H -1.39 -1.59 0.00
```

Computed properties:
HOMO level (alpha / beta) = -13.195 / -12.891 eV
Expectation value of S² = 0.822
2S+1 = 2
E_LUMO (alpha / beta) = -5.128 / -5.461 eV
Net charge = +1
ΔE to the lowest compared entry with this formula, charge and spin = 0.0 kcal per mole
Molar mass = 145.66 g/mol

***

[4]
The following is a DFT calculation (wB97M-V/def2-TZVPD) of an isolated molecule of C2H2O3 in a non-equilibrium geometry.

The geometry in XYZ format:
```
7
Properties=species:S:1:pos:R:3
C -0.57 -0.07 0.02
C 0.87 -0.64 0.04
H 0.19 1.62 -0.05
H 0.99 -1.72 0.00
O -0.68 1.23 0.01
O -1.52 -0.79 -0.02
O 1.82 0.11 -0.02
```

Computed properties:
HOMO level = -10.658 eV
Structure (SMILES) = O=CC(=O)O
E_LUMO = -0.629 eV
ΔE to the lowest compared entry with this formula, charge and spin = 4.6 kcal per mole
Molar mass = 74.03 g/mol

***

[5]
The following is a DFT calculation (wB97M-V/def2-TZVPD) of an isolated molecule of C2H2O3S in a non-equilibrium geometry.

The geometry in XYZ format:
```
8
Properties=species:S:1:pos:R:3
C -1.46 0.22 -0.44
C 0.33 -0.21 -0.67
O -2.13 0.48 -1.37
O 2.57 -0.33 0.75
O 0.39 -0.29 1.94
S 1.15 -0.12 0.74
H -1.68 0.15 0.62
H 0.82 0.10 -1.57
```

Computed properties:
HOMO level = -10.313 eV
Structure (SMILES) = O=CC=S(=O)=O
E_LUMO = -0.989 eV
ΔE to the lowest compared entry with this formula, charge and spin = 93.0 kcal per mole
Molar mass = 106.10 g/mol

***

[6]
The following is a DFT calculation (wB97M-V/def2-TZVPD) of an isolated molecule of C2H2O3S in a non-equilibrium geometry.

The geometry in XYZ format:
```
8
Properties=species:S:1:pos:R:3
C -0.02 1.60 -0.07
C 0.74 -0.71 -0.46
O 0.43 1.87 0.94
O -0.89 -0.30 1.47
O -1.96 -0.42 -0.81
S -0.82 -0.40 0.07
H 1.13 -1.03 -1.45
H 1.39 -0.61 0.31
```

Computed properties:
HOMO level (alpha / beta) = -9.545 / -9.544 eV
E_LUMO (alpha / beta) = -1.305 / -1.305 eV
ΔE to the lowest compared entry with this formula, charge and spin = 107.9 kcal per mole
Molar mass = 106.10 g/mol

***

[7]
The following is a DFT calculation (wB97M-V/def2-TZVPD) of a cluster of 2 separate species, C2H2O3S in total in a non-equilibrium geometry.

The geometry in XYZ format:
```
8
Properties=species:S:1:pos:R:3
C -1.33 -0.52 1.33
C -0.45 -0.03 0.21
O 1.35 2.41 3.16
O 2.09 1.88 1.02
O -0.17 -0.19 1.66
S 2.05 1.44 2.35
H 0.07 -0.69 -0.59
H -0.39 1.04 -0.03
```

Computed properties:
HOMO level = -9.993 eV
E_LUMO = -1.054 eV
ΔE to the lowest compared entry with this formula, charge and spin = 112.1 kcal per mole
Molar mass = 106.10 g/mol

***

[8]
The following is a DFT calculation (wB97M-V/def2-TZVPD) of the ion C2H2O4P with charge -1 in a non-equilibrium geometry.

The geometry in XYZ format:
```
9
Properties=species:S:1:pos:R:3
C -3.61 0.10 0.09
C -2.21 -0.46 -0.06
O -3.89 0.43 -1.07
O -4.22 0.24 1.15
O -1.54 -1.31 -0.52
O -1.35 0.99 0.30
P 0.17 1.02 0.24
H 0.59 0.05 1.34
H 0.34 0.19 -0.89
```

Computed properties:
HOMO level = -4.784 eV
Structure (SMILES) = O=C([O-])C(=O)OP
E_LUMO = 4.028 eV
Net charge = -1
ΔE to the lowest compared entry with this formula, charge and spin = 66.2 kcal per mole
Molar mass = 121.01 g/mol

***

Repeat the eighth record exactly.
The following is a DFT calculation (wB97M-V/def2-TZVPD) of the ion C2H2O4P with charge -1 in a non-equilibrium geometry.

The geometry in XYZ format:
```
9
Properties=species:S:1:pos:R:3
C -3.61 0.10 0.09
C -2.21 -0.46 -0.06
O -3.89 0.43 -1.07
O -4.22 0.24 1.15
O -1.54 -1.31 -0.52
O -1.35 0.99 0.30
P 0.17 1.02 0.24
H 0.59 0.05 1.34
H 0.34 0.19 -0.89
```

Computed properties:
HOMO level = -4.784 eV
Structure (SMILES) = O=C([O-])C(=O)OP
E_LUMO = 4.028 eV
Net charge = -1
ΔE to the lowest compared entry with this formula, charge and spin = 66.2 kcal per mole
Molar mass = 121.01 g/mol

***

Question: Among the records above, which one has the highest ΔE to the lowest compared entry with this formula, charge and spin?
Answer: number 7